No. 1
53
Properties=species:S:1:pos:R:3:lowdin_charge:R:1 method="wB97M-V/def2-TZVPD" e_lumo_ev=-0.4 total_energy_ha=-1657.740559 total_charge=0
Cl -3.045 1.307 -3.614 0.617
F -7.774 -0.499 -4.416 0.029
F -6.211 -0.089 -2.871 0.073
F -6.415 -3.049 -5.046 0.061
F -5.402 -2.833 -3.042 0.056
O 3.694 -0.666 3.482 -0.205
O -0.241 0.262 -0.474 -0.195
N 1.312 1.343 1.699 0.047
N 5.656 1.120 4.599 0.037
C 1.093 0.699 -0.695 -0.204
C 3.959 -2.037 3.727 -0.107
C 1.601 1.745 0.317 -0.426
C 5.247 -0.590 6.284 -0.076
C -1.828 -1.262 -3.872 -0.092
C 1.043 3.145 0.082 -0.075
C -6.448 -0.807 -4.036 -0.359
C -1.240 1.144 -0.963 -0.153
C 4.623 0.532 5.461 -0.430
C -3.941 -0.680 -5.376 -0.180
C 3.390 0.094 4.647 -0.206
C -6.429 -2.368 -3.843 -0.254
C -3.229 -0.496 -3.975 -0.670
B -5.486 -0.229 -5.212 0.016
H -7.393 -2.652 -3.326 0.178
H -2.007 -2.306 -3.498 0.087
H 0.016 3.253 0.431 0.063
H -1.245 -0.729 -3.073 0.055
H -3.428 0.000 -6.118 0.106
H 3.723 -2.594 2.818 0.087
H -1.311 -1.309 -4.864 0.083
H 5.266 1.935 4.130 0.072
H 5.828 0.463 3.840 0.068
H 1.775 0.455 1.885 0.062
H 2.688 1.807 0.202 0.135
H 3.351 -2.433 4.545 0.091
H 4.290 1.302 6.164 0.135
H -1.501 1.881 -0.200 0.079
H 1.072 3.407 -0.979 0.078
H 5.844 -1.273 5.679 0.063
H 5.913 -0.176 7.044 0.076
H 5.020 -2.187 3.935 0.074
H -3.945 -1.752 -5.736 0.126
H 2.888 0.995 4.286 0.112
H 2.662 -0.436 5.275 0.120
H 1.219 1.047 -1.728 0.120
H -0.932 1.642 -1.885 0.056
H -3.845 -0.899 -3.124 0.083
H 1.714 -0.196 -0.591 0.121
H -2.135 0.558 -1.169 0.054
H 4.478 -1.173 6.799 0.077
H 1.640 3.885 0.622 0.075
H -5.895 0.586 -5.971 0.087
H 0.320 1.114 1.746 0.072



No. 2
73
Properties=species:S:1:pos:R:3:lowdin_charge:R:1 method="wB97M-V/def2-TZVPD" e_lumo_ev=-5.6 total_energy_ha=-6965.122569 total_charge=+1
V -24.034 -2.010 0.533 0.912
V -19.991 1.299 0.122 0.971
V -19.392 -2.249 4.757 1.021
V -22.529 3.750 0.163 1.112
S -22.479 0.685 -1.040 0.408
S -21.717 -0.522 2.700 0.602
F -21.724 1.951 3.480 0.139
F -23.195 0.657 4.453 0.167
F -23.510 1.302 2.401 0.159
O -19.502 2.436 1.125 -0.306
O -18.254 -0.986 3.299 -0.298
O -23.239 -3.260 0.090 -0.258
O -21.080 0.505 -1.562 -0.333
O -22.776 -1.416 2.299 -0.287
O -24.099 3.843 0.086 -0.230
O -18.745 0.302 0.024 -0.258
O -18.932 -0.236 5.649 -0.241
O -22.064 9.791 4.371 -0.179
O -23.350 1.254 -2.000 -0.207
O -21.022 -1.056 3.852 -0.307
O -18.043 -2.940 5.182 -0.241
O -20.539 -2.901 5.645 -0.272
O -25.227 -1.780 -0.486 -0.262
O -21.816 6.316 3.798 -0.203
O -22.065 3.959 1.650 -0.237
O -20.834 -0.063 1.662 -0.289
O -22.944 -0.537 -0.411 -0.322
O -25.535 -0.833 1.933 -0.296
O -22.168 1.703 0.099 -0.503
O -24.979 -3.318 2.264 -0.228
C -26.301 0.234 1.384 -0.057
C -17.873 0.340 3.593 -0.150
C -21.716 8.520 4.831 -0.247
C -25.268 -2.558 3.436 -0.183
C -26.192 -1.452 3.033 -0.153
C -19.720 0.138 6.796 -0.017
C -21.331 7.641 3.661 -0.188
C -17.654 -1.625 2.163 -0.029
C -24.310 -4.529 2.623 -0.053
C -18.718 0.816 4.722 -0.169
C -22.594 0.955 3.298 -0.636
C -22.415 10.657 5.430 -0.101
C -21.162 5.586 4.796 -0.124
H -17.092 -2.494 2.510 0.102
H -26.668 0.885 2.172 0.104
H -23.349 -4.304 3.087 0.103
H -25.694 0.738 0.634 0.090
H -17.930 1.032 2.746 0.130
H -20.088 5.462 4.593 0.093
H -20.248 7.645 3.491 0.127
H -24.168 -5.115 1.718 0.098
H -25.713 -3.194 4.202 0.144
H -24.371 -2.079 3.836 0.119
H -18.451 -1.917 1.484 0.095
H -23.198 10.200 6.048 0.090
H -27.103 -0.199 0.776 0.107
H -21.556 10.886 6.069 0.090
H -21.599 4.586 4.817 0.076
H -24.948 -5.136 3.268 0.104
H -22.801 11.560 4.969 0.090
H -18.249 1.696 5.183 0.154
H -21.838 8.016 2.771 0.131
H -19.675 1.259 4.410 0.118
H -16.819 0.326 3.899 0.152
H -27.142 -1.885 2.708 0.150
H -19.847 -0.742 7.421 0.103
H -26.286 -0.741 3.856 0.144
H -21.304 6.027 5.790 0.089
H -22.546 8.038 5.377 0.132
H -20.907 8.593 5.579 0.128
H -16.976 -0.948 1.651 0.102
H -19.204 0.906 7.370 0.109
H -20.714 0.460 6.478 0.103



No. 3
55
Properties=species:S:1:pos:R:3:lowdin_charge:R:1 method="wB97M-V/def2-TZVPD" e_lumo_ev=-3.0 total_energy_ha=-1354.525499 total_charge=+1
O -0.121 -0.656 -1.745 0.071
O -0.563 -2.673 -2.648 0.012
O 0.622 4.800 4.216 -0.018
O -1.003 5.871 5.360 0.139
O -1.356 -6.860 -3.554 0.116
O -2.451 -8.438 -2.366 0.010
O -0.806 3.620 5.336 -0.002
O -1.639 -2.091 -0.885 0.026
O -1.321 -6.938 -1.298 0.009
N 4.241 1.335 0.032 0.020
N 1.335 5.304 0.356 0.152
N 0.846 2.254 -1.364 0.055
C 0.906 4.638 -0.622 -0.228
C -1.941 -1.160 0.158 -0.020
C 3.199 2.271 -0.350 -0.265
C -2.911 -9.012 -3.598 -0.028
C 0.167 3.322 -0.554 -0.094
C -1.681 -7.368 -2.510 -0.624
C 1.936 1.490 -0.668 -0.143
C -0.723 -1.715 -1.760 -0.608
C 0.413 -2.436 -3.676 -0.003
C 1.105 6.080 3.788 -0.049
C -0.479 -5.783 -1.327 -0.041
C -1.942 3.541 6.213 -0.026
C -0.455 4.862 5.012 -0.627
H 3.009 3.009 0.433 0.109
H -0.266 -5.549 -0.288 0.096
H -2.331 -0.233 -0.260 0.095
H -0.991 -4.951 -1.804 0.076
H 1.146 4.844 1.251 0.051
H 1.399 6.700 4.632 0.103
H 0.149 1.547 -1.635 0.145
H -1.732 4.051 7.150 0.101
H -3.507 -8.290 -4.153 0.097
H 0.141 -1.559 -4.260 0.098
H 0.060 2.960 0.469 0.139
H -2.815 3.990 5.744 0.098
H 2.165 0.680 -1.365 0.131
H 0.446 -6.000 -1.859 0.100
H 1.400 -2.306 -3.236 0.099
H 1.225 2.671 -2.218 0.181
H -2.101 2.482 6.384 0.094
H 3.927 0.379 0.127 0.072
H 1.055 5.048 -1.627 0.122
H 3.501 2.827 -1.250 0.121
H 1.488 1.056 0.226 0.138
H -3.518 -9.864 -3.309 0.095
H 1.972 5.866 3.170 0.081
H -0.832 3.446 -0.977 0.139
H 0.390 -3.325 -4.296 0.105
H 4.721 1.604 0.878 0.082
H -2.068 -9.333 -4.206 0.098
H 0.343 6.600 3.208 0.099
H -1.055 -0.960 0.760 0.095
H -2.701 -1.642 0.763 0.103